[1]
{
  "formula": "C45H31BrFN3O4S",
  "method": "the ωB97M-V functional and the def2-TZVPD basis",
  "energy_ha": -5270.608609,
  "largest_force_ev_per_a": 2.61,
  "smiles": "C#Cc1ccc2c(c1[C@@H](C)F)N(N)c1c(Br)cc(CN)cc1S2.O=C1c2ccccc2C(=O)c2ccccc21.O=C1c2ccccc2C(=O)c2ccccc21",
  "gap_ev": 7.17,
  "e_lumo_ev": -1.1073,
  "symbols": ["C", "C", "C", "C", "C", "C", "C", "C", "C", "C", "F", "N", "N", "C", "C", "Br", "C", "C", "C", "N", "C", "C", "S", "H", "H", "H", "H", "H", "H", "H", "H", "H", "H", "H", "H", "H", "H", "H", "O", "C", "C", "C", "C", "C", "C", "C", "C", "O", "C", "C", "C", "C", "C", "C", "H", "H", "H", "H", "H", "H", "H", "H", "O", "C", "C", "C", "C", "C", "C", "C", "C", "O", "C", "C", "C", "C", "C", "C", "H", "H", "H", "H", "H", "H", "H", "H"],
  "coordinates": [[0.385322, 1.115947, 1.290272], [1.146011, 2.012163, 0.974742], [2.333702, 2.926538, 0.817295], [3.513791, 2.373708, 0.151649], [4.665391, 3.205907, 0.027412], [4.665468, 4.571029, 0.519830], [3.511945, 5.139900, 1.166401], [2.327225, 4.288734, 1.310051], [1.025677, 4.765444, 2.021532], [1.155405, 4.565930, 3.586119], [0.680734, 6.093785, 1.688547], [3.410827, 6.473395, 1.733237], [3.984296, 6.451441, 3.058011], [4.156831, 7.464379, 0.985313], [3.589927, 8.810656, 0.920217], [1.873948, 9.153580, 1.797175], [4.236693, 9.900580, 0.252312], [5.531421, 9.701542, -0.398778], [6.209863, 10.923109, -1.069734], [7.658514, 11.058007, -0.775643], [6.073114, 8.371205, -0.360649], [5.418558, 7.263435, 0.317995], [6.155160, 5.602425, 0.356259], [-0.153815, 0.209876, 1.601207], [3.452445, 1.329637, -0.226360], [5.583367, 2.795198, -0.447690], [0.141894, 4.147533, 1.715009], [0.622420, 5.374616, 4.148070], [2.242282, 4.538104, 3.852541], [0.713233, 3.600046, 3.922022], [4.823675, 7.035406, 3.036795], [3.293314, 6.847183, 3.700702], [3.708307, 10.877703, 0.263611], [6.111567, 10.938920, -2.185126], [5.750630, 11.885726, -0.722141], [8.163281, 10.200612, -1.001247], [7.804022, 11.184704, 0.230562], [7.049568, 8.215875, -0.877429], [-2.191560, -1.402826, -0.896735], [-3.369714, -1.114868, -0.798044], [-3.788000, 0.293835, -0.582756], [-2.821929, 1.292944, -0.515699], [-3.203445, 2.616068, -0.353618], [-4.552178, 2.947481, -0.259544], [-5.517805, 1.952979, -0.308823], [-5.139533, 0.623317, -0.464250], [-6.181043, -0.435277, -0.497603], [-7.353368, -0.154396, -0.340271], [-5.764282, -1.840811, -0.733237], [-6.730625, -2.839557, -0.802967], [-6.355197, -4.150746, -1.055257], [-5.012624, -4.469982, -1.239681], [-4.045677, -3.479574, -1.156905], [-4.415995, -2.163570, -0.898501], [-1.771049, 1.041894, -0.593975], [-2.449286, 3.393026, -0.305817], [-4.849447, 3.983248, -0.145496], [-6.566090, 2.214210, -0.230053], [-7.776694, -2.594522, -0.664778], [-7.109609, -4.926501, -1.112915], [-4.720557, -5.493181, -1.445842], [-3.002125, -3.733284, -1.297984], [-3.113798, -7.448728, -0.891229], [-2.232720, -8.287285, -0.885421], [-0.811733, -7.887777, -0.724307], [-0.492044, -6.543534, -0.557751], [0.827677, -6.163784, -0.367533], [1.834204, -7.125113, -0.341375], [1.522241, -8.463986, -0.524054], [0.200355, -8.849287, -0.722061], [-0.120137, -10.283840, -0.934522], [0.765544, -11.114292, -0.986583], [-1.543256, -10.685340, -1.075294], [-1.862593, -12.029535, -1.239004], [-3.189597, -12.419343, -1.338390], [-4.203537, -11.467715, -1.274114], [-3.889021, -10.125404, -1.125164], [-2.558593, -9.728532, -1.030476], [-1.272854, -5.792967, -0.571991], [1.073957, -5.117062, -0.233692], [2.863678, -6.828057, -0.180209], [2.308889, -9.208454, -0.508199], [-1.076628, -12.773465, -1.284690], [-3.436455, -13.467169, -1.461949], [-5.240407, -11.774953, -1.342492], [-4.681355, -9.388263, -1.078843]],
  "forces_ev_per_a": [[0.613, 0.072, -0.146], [0.978, -0.024, 0.683], [0.359, 0.184, -0.489], [-0.512, 1.798, 0.993], [-0.749, 0.292, 0.390], [-1.064, -0.030, 0.332], [-1.006, -2.360, -0.490], [0.367, -0.423, -0.809], [-0.253, -0.577, 0.690], [0.427, 0.287, -0.161], [0.374, -0.934, 0.328], [2.063, -0.285, -0.980], [-0.174, -0.012, 0.614], [-0.234, 2.139, -1.253], [1.028, -0.274, -0.603], [1.219, -0.199, -0.579], [0.538, -1.474, 0.220], [-1.926, -0.964, 1.070], [0.573, 0.192, 0.049], [-0.223, -0.314, 0.322], [-0.457, 0.382, 0.266], [-0.951, 0.968, 0.100], [-1.003, 0.303, -0.124], [0.307, 1.156, -0.477], [0.294, 1.025, 0.314], [-0.801, 0.484, 0.361], [0.962, 0.483, -0.152], [0.513, -0.541, -0.614], [-0.962, 0.233, 0.010], [0.271, 0.596, -0.523], [-0.316, -0.248, 0.347], [0.351, 0.096, -0.316], [0.667, -0.754, -0.107], [-0.107, -0.349, 0.899], [0.093, -1.049, -0.193], [-0.196, 0.258, -0.118], [-0.187, 0.011, -0.415], [-0.914, -0.167, 0.534], [-0.091, 0.022, 0.055], [0.543, -0.134, -0.052], [-0.107, 0.140, 0.027], [0.089, 0.175, -0.002], [-0.054, -0.044, 0.003], [0.022, -0.110, -0.002], [0.021, 0.215, 0.023], [0.164, 0.070, -0.021], [-0.581, 0.126, 0.068], [0.112, -0.022, -0.018], [0.101, -0.120, -0.020], [-0.083, -0.203, -0.032], [0.085, 0.132, 0.009], [-0.030, -0.012, -0.016], [-0.036, -0.195, -0.019], [-0.148, -0.081, -0.026], [-0.100, -0.109, -0.035], [-0.022, -0.050, -0.003], [0.012, -0.054, 0.002], [0.031, -0.175, 0.000], [0.109, 0.145, 0.002], [0.037, 0.041, 0.003], [0.032, 0.054, 0.057], [-0.034, 0.156, 0.037], [0.021, -0.040, -0.026], [-0.361, 0.386, -0.002], [0.164, -0.005, 0.012], [0.109, 0.145, 0.033], [-0.013, -0.069, -0.004], [-0.108, -0.040, -0.025], [0.177, 0.128, 0.032], [-0.042, 0.176, 0.037], [0.456, -0.401, -0.017], [-0.095, 0.075, 0.009], [-0.176, 0.018, -0.012], [-0.123, -0.171, -0.014], [0.026, 0.097, 0.013], [0.092, 0.037, -0.002], [-0.168, -0.129, -0.023], [0.004, -0.181, 0.006], [-0.048, -0.153, 0.004], [-0.027, -0.050, -0.011], [-0.050, -0.019, -0.017], [-0.159, -0.063, -0.046], [0.058, 0.165, 0.032], [0.018, 0.053, 0.007], [0.052, 0.024, -0.001], [0.161, 0.065, -0.003]],
  "mulliken_charge": [-0.094, -0.905, 0.591, -0.891, -0.539, 0.508, 0.166, -0.208, 0.402, -1.233, -0.307, 0.928, -0.649, -0.533, -0.234, -0.155, -0.712, 0.875, -0.615, -0.604, -0.426, 0.493, -0.349, 0.438, 0.448, 0.329, 0.169, 0.309, 0.350, 0.334, 0.317, 0.249, 0.261, 0.284, 0.352, 0.235, 0.267, 0.181, -0.687, 0.486, 0.175, -0.653, -0.518, -0.530, -0.565, 0.234, 0.612, -0.669, 0.210, -0.495, -0.604, -0.247, -0.668, 0.119, 0.635, 0.470, 0.402, 0.470, 0.467, 0.402, 0.430, 0.509, -0.642, 0.421, -0.039, -0.492, -0.595, -0.397, -0.691, 0.563, 0.565, -0.670, 0.204, -0.580, -0.464, -0.529, -0.484, 0.154, 0.637, 0.441, 0.392, 0.466, 0.467, 0.399, 0.402, 0.457]
}



[2]
{
  "formula": "C30H41F3IN8O6PS",
  "method": "the ωB97M-V functional and the def2-TZVPD basis",
  "energy_ha": -3393.256395,
  "largest_force_ev_per_a": 13.01,
  "gap_ev": 5.38,
  "e_lumo_ev": -1.8283,
  "symbols": ["O", "N", "O", "C", "C", "P", "O", "O", "C", "C", "C", "O", "I", "C", "C", "O", "C", "F", "F", "F", "C", "N", "S", "N", "C", "H", "H", "H", "H", "H", "H", "C", "C", "C", "C", "N", "H", "H", "H", "H", "H", "H", "H", "C", "C", "C", "C", "N", "H", "H", "H", "H", "H", "H", "H", "C", "C", "C", "C", "N", "H", "H", "H", "H", "H", "H", "H", "C", "C", "C", "C", "N", "H", "H", "H", "H", "H", "H", "H", "C", "C", "C", "C", "N", "H", "H", "H", "H", "H", "H", "H"],
  "coordinates": [[-0.647983, -0.843837, 1.873937], [-0.043242, -0.316018, 2.812879], [0.699442, 0.649633, 2.216458], [-0.193798, 1.616042, 1.497273], [-0.028462, 1.949725, -0.132852], [1.388520, 1.020522, -1.029901], [0.706548, -0.459848, -1.644796], [2.771519, 0.756711, -0.005204], [-1.033452, 3.022405, -0.931058], [-0.844141, 3.382859, -2.518859], [0.699985, 3.894628, -2.904869], [1.106006, 3.532100, -4.153842], [1.975147, 5.009619, -1.518667], [-2.236060, 3.708092, -0.053283], [-3.374388, 4.755450, -0.594765], [-3.947716, 4.434351, -1.910039], [-4.758977, 3.207944, -1.888447], [-5.711856, 3.112143, -0.747738], [-5.624225, 3.269246, -3.125832], [-3.937136, 1.953236, -2.071658], [-2.321862, 3.317906, 1.570603], [-3.327199, 3.820612, 2.598111], [-3.062401, 3.206802, 4.238990], [-1.656550, 2.159986, 3.925033], [-1.362190, 2.317290, 2.445767], [-0.242950, -0.197887, -1.915172], [3.369482, 0.064189, -0.459722], [-1.556557, 4.214691, -2.931458], [-1.073675, 2.383570, -3.128616], [-2.834732, 5.817145, -0.676824], [-4.185753, 4.900233, 0.264026], [1.429930, -5.476916, -1.948684], [-0.042413, -5.347476, -2.324268], [-0.307657, -4.234736, -3.338432], [0.004683, -2.903462, -2.800384], [0.258194, -1.853609, -2.375863], [1.800811, -4.571059, -1.460598], [1.567667, -6.310625, -1.253167], [2.044224, -5.668291, -2.834279], [-0.631336, -5.178360, -1.415083], [-0.377671, -6.299472, -2.751698], [-1.364866, -4.265646, -3.627815], [0.276165, -4.413958, -4.248848], [3.678151, -0.786219, 4.400308], [2.448723, -0.449720, 5.237496], [2.783095, -0.135646, 6.695793], [3.344552, -1.295718, 7.401726], [3.793910, -2.211136, 7.955587], [4.177078, -1.688831, 4.764617], [3.386760, -0.963041, 3.360303], [4.399301, 0.037168, 4.415746], [1.738608, -1.283323, 5.183725], [1.954196, 0.422570, 4.794841], [1.867613, 0.186282, 7.206325], [3.485745, 0.704467, 6.743947], [5.182020, -4.750576, 3.465422], [3.724075, -5.135213, 3.693588], [3.201595, -6.142537, 2.669190], [3.179018, -5.592089, 1.306898], [3.168194, -5.157740, 0.230840], [5.319694, -4.252976, 2.501162], [5.514617, -4.060598, 4.247148], [5.828603, -5.633400, 3.493939], [3.107394, -4.228799, 3.680723], [3.631865, -5.572274, 4.694520], [2.184870, -6.439376, 2.952992], [3.815786, -7.050295, 2.693083], [-3.221849, -4.518349, -7.579258], [-4.451277, -4.181850, -6.742069], [-4.116905, -3.867776, -5.283773], [-3.555448, -5.027848, -4.577840], [-3.106090, -5.943267, -4.023979], [-2.722922, -5.420961, -7.214949], [-3.513240, -4.695171, -8.619263], [-2.500699, -3.694962, -7.563820], [-5.161392, -5.015453, -6.795841], [-4.945804, -3.309560, -7.184724], [-5.032387, -3.545848, -4.773241], [-3.414255, -3.027663, -5.235619], [-0.545629, 9.702063, 0.689663], [0.302390, 8.775571, 1.554583], [0.272525, 7.321221, 1.084424], [-1.066780, 6.726694, 1.194605], [-2.126608, 6.261092, 1.276199], [-1.603740, 9.427277, 0.725024], [-0.456849, 10.733114, 1.045808], [-0.216065, 9.673531, -0.353809], [-0.038269, 8.843595, 2.594473], [1.339120, 9.130658, 1.532318], [0.974571, 6.739046, 1.693186], [0.623065, 7.257936, 0.047629]],
  "forces_ev_per_a": [[0.481, 0.224, 4.181], [-2.203, -2.791, -4.985], [-0.165, 4.504, -0.793], [-1.611, 1.868, -2.092], [-1.916, -0.158, 5.016], [1.164, 3.028, -1.140], [1.265, 9.858, 5.738], [-1.043, -1.842, -1.123], [-2.219, 1.044, 4.088], [0.528, -0.662, 0.681], [0.531, -3.692, -7.479], [-2.377, 2.943, 8.605], [-0.902, -0.743, -0.964], [2.791, -2.667, 0.244], [1.370, 0.936, 1.936], [-2.038, -3.989, 1.554], [-1.149, 0.293, -1.984], [3.712, -0.016, -3.787], [2.969, -0.304, 4.258], [-2.939, 4.176, 1.109], [-0.858, -0.702, 4.093], [3.096, -1.925, -1.536], [2.927, -1.040, -5.814], [-0.763, 2.164, -5.506], [-0.348, 0.644, -0.615], [2.232, -0.336, 0.933], [-1.495, 1.571, 0.913], [1.215, -1.554, 1.204], [0.842, 2.345, 1.134], [-1.462, -2.585, -0.385], [1.690, -0.591, -2.058], [-0.302, 0.134, -0.123], [0.251, -0.442, 0.184], [-0.179, -0.216, 0.061], [0.316, -0.062, -0.005], [-4.044, -10.733, -6.148], [-0.114, -0.261, -0.207], [0.017, 0.224, -0.163], [-0.013, 0.008, 0.051], [-0.024, 0.030, -0.201], [-0.162, 0.257, -0.024], [0.285, 0.205, 0.091], [0.010, 0.178, 0.139], [-0.027, -0.057, -0.088], [0.060, -0.096, -0.440], [-0.308, 0.124, -0.021], [0.575, -0.876, 0.707], [-0.602, 1.146, -0.777], [-0.003, 0.079, 0.025], [0.078, 0.059, 0.101], [-0.044, -0.097, -0.024], [0.033, 0.178, 0.108], [-0.003, -0.121, 0.188], [0.213, -0.128, 0.085], [0.007, -0.220, 0.081], [0.035, 0.097, 0.035], [0.296, 0.291, 0.232], [-0.262, -0.040, 0.236], [0.028, 0.300, -1.155], [0.491, -0.451, 1.885], [-0.013, -0.079, 0.054], [-0.002, -0.111, -0.111], [-0.037, 0.096, -0.014], [-0.014, -0.190, -0.018], [-0.117, 0.008, -0.185], [0.114, 0.015, -0.237], [-0.057, 0.153, -0.174], [0.001, -0.048, -0.080], [0.057, -0.133, -0.461], [-0.340, 0.123, -0.016], [0.435, -0.899, 0.639], [-0.611, 1.135, -0.761], [-0.026, 0.092, -0.004], [0.095, 0.028, 0.137], [-0.045, -0.089, -0.014], [0.054, 0.166, 0.115], [0.005, -0.096, 0.208], [0.230, -0.125, 0.106], [0.020, -0.199, 0.087], [-0.025, 0.086, 0.024], [-0.134, 0.453, 0.060], [0.269, 0.055, 0.223], [-0.941, -0.501, 0.028], [1.614, 1.165, 0.245], [0.091, -0.003, -0.025], [-0.040, -0.131, -0.097], [-0.053, 0.013, 0.085], [0.105, -0.107, -0.127], [-0.098, -0.200, 0.041], [-0.231, -0.112, -0.132], [-0.237, -0.078, 0.141]],
  "mulliken_charge": [-0.337, 0.182, -0.036, -0.235, 0.347, -0.048, 0.014, -0.450, 0.267, -0.285, 0.133, -0.525, 0.083, 0.285, -0.928, -0.348, 0.845, -0.228, -0.272, -0.229, 0.278, -0.499, 0.168, -0.524, 0.443, 0.419, 0.332, 0.315, 0.300, 0.255, 0.379, -1.052, -0.413, 0.370, 0.162, -0.390, 0.345, 0.297, 0.234, 0.288, 0.336, -0.692, 0.393, -1.005, -0.028, -0.536, 0.255, -0.455, 0.193, 0.266, 0.382, 0.266, 0.044, 0.329, 0.319, -1.210, -0.280, -0.464, 0.258, -0.448, 0.329, 0.314, 0.376, 0.176, 0.313, 0.273, 0.311, -1.141, -0.430, -0.333, 0.278, -0.497, 0.345, 0.328, 0.305, 0.298, 0.312, 0.306, 0.299, -1.144, -0.541, -0.151, 0.393, -0.511, 0.343, 0.344, 0.291, 0.314, 0.323, 0.337, -0.028]
}



[3]
{
  "formula": "C6H12O",
  "method": "the ωB97M-V functional and the def2-TZVPD basis",
  "energy_ha": -310.924892,
  "largest_force_ev_per_a": 3.06,
  "gap_ev": 10.23,
  "e_lumo_ev": 1.0320,
  "symbols": ["C", "C", "O", "C", "C", "C", "C", "H", "H", "H", "H", "H", "H", "H", "H", "H", "H", "H", "H"],
  "coordinates": [[1.200701, 0.421849, 0.832453], [2.175527, -0.075234, -0.212614], [0.394782, -1.160252, -1.252707], [-0.475518, -1.329154, -0.428459], [-0.704504, -0.065413, 1.159337], [-1.558547, -0.358964, -0.105871], [-1.640000, 0.844235, -1.027064], [1.622454, 0.208504, 1.818706], [1.105154, 1.505994, 0.664908], [2.898966, 0.601164, 0.299189], [2.544153, -1.104408, -0.143691], [2.093233, 0.266076, -1.251311], [-0.488213, -2.220678, 0.232473], [-0.841334, 0.927542, 1.536261], [-0.959886, -0.814328, 1.938661], [-2.547666, -0.854585, 0.013785], [-1.739361, 0.558576, -2.078315], [-2.472421, 1.506772, -0.759161], [-0.713240, 1.413691, -0.928463]],
  "forces_ev_per_a": [[-2.896, -0.865, 0.467], [1.166, 1.043, 1.015], [-1.053, -0.860, -0.571], [-0.163, -0.897, -1.629], [1.173, 0.987, 0.388], [0.771, 0.131, 0.035], [0.125, 0.082, -0.078], [-0.381, 0.179, -0.061], [-0.341, -0.428, 0.410], [1.017, -0.541, -0.938], [-0.330, 0.356, 0.026], [-0.313, -0.187, 0.571], [0.120, -0.034, -0.171], [-0.626, 0.461, 0.376], [0.947, 0.481, -0.331], [0.745, 0.279, 0.512], [-0.033, -0.020, 0.136], [0.155, -0.206, 0.015], [-0.084, 0.038, -0.170]],
  "mulliken_charge": [-0.530, -0.936, -0.535, -0.095, -1.265, 0.513, -1.272, 0.335, 0.327, 0.375, 0.280, 0.280, 0.386, 0.457, 0.373, 0.401, 0.319, 0.349, 0.237]
}